{"formula": "C23H17IN4O5SZn", "method": "ωB97M-V with the def2-TZVPD basis set", "species": ["Zn", "O", "N", "C", "C", "C", "C", "C", "S", "H", "H", "H", "H", "O", "C", "O", "C", "O", "O", "I", "C", "C", "N", "N", "C", "H", "H", "H", "N", "C", "C", "C", "C", "C", "C", "C", "C", "C", "C", "C", "C", "C", "H", "H", "H", "H", "H", "H", "H", "H", "H", "H"], "positions_angstrom": [[-0.6323, -0.3202, -1.3316], [-0.6162, -2.3613, -0.3359], [-0.6470, -3.3960, -1.1156], [-0.0567, -4.5370, -0.6899], [-0.0806, -5.6876, -1.4327], [-0.7233, -5.6667, -2.6730], [-1.2949, -4.4952, -3.1089], [-1.2678, -3.3130, -2.3420], [-1.9241, -1.8158, -2.8230], [0.4117, -4.4399, 0.2778], [0.4007, -6.5758, -1.0471], [-0.7648, -6.5575, -3.2881], [-1.7873, -4.4315, -4.0702], [1.7215, 2.2869, -1.3168], [1.2598, 1.1388, -1.3034], [0.9992, 0.4676, -2.4418], [-0.9591, 1.8597, 0.5958], [-1.3212, 2.8422, 1.2376], [-1.6211, 1.3004, -0.3560], [-3.3211, 5.0945, -4.6129], [-2.2693, 3.4129, -4.0360], [-0.9003, 3.2454, -4.0767], [-0.6642, 1.9914, -3.6726], [-1.7888, 1.3442, -3.3372], [-2.7796, 2.1930, -3.5573], [-0.1086, 3.9302, -4.3284], [0.2181, 1.5060, -3.3253], [-3.8002, 1.9239, -3.3347], [0.8631, 0.3952, -0.2015], [0.3868, 1.0885, 0.9813], [1.4086, 1.9772, 1.6960], [1.0339, 2.7170, 2.8202], [1.9597, 3.4658, 3.5319], [3.2967, 3.4818, 3.1437], [3.6830, 2.7340, 2.0405], [2.7468, 1.9909, 1.3249], [-0.0219, -0.0269, 1.9836], [-1.3032, -0.5694, 2.0080], [-1.6339, -1.6010, 2.8793], [-0.6887, -2.1231, 3.7495], [0.5975, -1.5972, 3.7336], [0.9190, -0.5637, 2.8641], [-0.0034, 2.7107, 3.1244], [1.6367, 4.0395, 4.3939], [4.0245, 4.0662, 3.6963], [4.7209, 2.7306, 1.7228], [3.0531, 1.4176, 0.4638], [-2.0591, -0.1776, 1.3375], [-2.6392, -2.0059, 2.8613], [-0.9467, -2.9294, 4.4273], [1.3557, -1.9892, 4.4026], [1.9278, -0.1711, 2.8609]], "forces_ev_per_a": [[-0.3941, -0.4225, 0.0453], [0.1130, 0.0137, 0.0538], [-0.0263, 0.0891, 0.0751], [-0.0540, 0.0813, 0.0167], [-0.0132, -0.0500, -0.0783], [-0.0029, 0.0035, 0.0200], [-0.0330, 0.1086, 0.0010], [0.0135, -0.0376, 0.0154], [0.0793, 0.1084, -0.0105], [-0.0126, 0.0383, 0.0078], [-0.0113, 0.0054, -0.0104], [0.0025, 0.0154, -0.0026], [0.0200, -0.0173, 0.0197], [0.0190, -0.0997, 0.0206], [-0.1813, -0.0564, -0.0183], [0.0060, 0.2231, 0.3109], [0.0051, -0.3163, -0.1701], [-0.0745, 0.0022, -0.0122], [0.2290, -0.0659, 0.1012], [-0.0150, 0.0051, 0.0287], [-0.0333, -0.0962, -0.0429], [0.0003, -0.0695, 0.0348], [-0.1361, -0.0177, 0.2028], [-0.0659, 0.3108, -0.1564], [0.0071, 0.0370, -0.0426], [0.0050, -0.0361, 0.0051], [0.1844, -0.0715, -0.0374], [0.0296, -0.0029, -0.0562], [0.4877, 0.1308, -0.1042], [-0.0907, 0.0688, -0.1152], [-0.2022, 0.0829, 0.0123], [-0.0284, 0.0407, 0.0339], [0.1283, -0.0302, -0.0701], [-0.1025, -0.0351, 0.0001], [-0.0744, -0.0449, -0.0314], [0.1440, -0.0022, 0.0732], [0.0841, 0.0252, -0.0136], [-0.1212, 0.0787, 0.0844], [0.0578, 0.0076, -0.0171], [0.0002, 0.0402, -0.0567], [-0.0273, 0.0578, -0.0611], [0.0438, -0.0837, -0.0653], [0.0225, -0.0036, -0.0305], [-0.0037, 0.0039, 0.0103], [0.0093, 0.0108, 0.0068], [-0.0173, 0.0005, 0.0006], [-0.0106, -0.0051, -0.0084], [0.0429, -0.0377, 0.0097], [-0.0126, 0.0058, 0.0092], [-0.0058, -0.0075, 0.0054], [0.0132, -0.0077, 0.0046], [0.0025, 0.0216, 0.0022]], "lowdin_charge": [0.61, -0.17, -0.23, -0.03, -0.10, -0.12, -0.12, -0.69, 0.66, 0.13, 0.09, 0.09, 0.09, -0.01, -0.75, -0.20, -0.58, 0.01, -0.10, 0.73, -0.79, -0.17, 0.00, 0.01, -0.22, 0.11, 0.09, 0.10, 0.01, -0.30, -0.15, -0.03, -0.11, -0.14, -0.10, -0.04, -0.12, -0.03, -0.10, -0.13, -0.11, -0.02, 0.11, 0.08, 0.08, 0.09, 0.10, 0.11, 0.09, 0.08, 0.08, 0.11], "de_lowest_kcal_mol": 5.67, "orbital_gap_ev": 5.498, "lumo_ev": 3.8, "largest_force_ha_per_bohr": 0.0113, "homo_ev": -1.69, "total_charge": -2}